DFT (ωB97M-V/def2-TZVPD) results for a molecular structure, C42H46HfN9O3S.

```
102
Properties=species:S:1:pos:R:3:forces:R:3
Hf 0.345804 -0.043205 0.738319 -0.11 -0.06 -0.58
C 3.225707 -0.405592 -2.176716 0.03 0.11 0.04
C 2.032891 -0.726833 -3.079035 -0.01 -0.06 -0.05
C 0.663943 -0.767960 -2.375961 -0.06 -0.06 0.03
N 0.529110 0.242223 -1.339176 -0.06 0.14 -0.21
C 0.253536 1.522279 -1.739625 0.28 -0.05 -0.04
C 0.006489 1.914807 -3.018308 -0.08 0.00 0.23
C -0.541427 3.174063 -3.458173 -0.01 0.02 -0.05
C -1.275166 4.039439 -2.752616 -0.01 0.05 0.00
C -1.597172 3.898231 -1.314161 -0.03 0.03 -0.04
C -0.515139 3.595362 -0.285330 0.06 0.06 0.06
C 0.452822 2.508036 -0.623038 0.01 -0.04 0.00
N 1.368725 2.167391 0.211227 -0.13 -0.06 0.09
C 1.836504 3.100708 1.243820 0.09 0.02 -0.03
C 1.064738 3.172617 2.565660 0.04 0.09 0.04
C 0.886185 1.820615 3.291467 -0.11 -0.08 0.11
N 1.426216 0.702876 2.531025 0.26 -0.05 -0.05
C 2.747946 0.457491 2.636675 -0.06 -0.04 -0.03
C 3.593164 1.205165 3.465693 -0.02 0.03 0.02
C 4.912055 1.024740 3.875102 0.01 0.04 0.03
C 5.796645 0.010020 3.603176 -0.02 -0.09 -0.07
C 5.545446 -1.051420 2.738641 0.05 0.03 0.07
C 4.463042 -1.293260 1.926274 -0.11 0.05 -0.10
C 3.240351 -0.599290 1.730432 0.11 -0.09 0.11
N 2.395141 -0.920978 0.767764 -0.16 0.18 -0.02
C 2.729845 -1.973891 -0.188510 -0.07 -0.11 0.06
C 3.707078 -1.542224 -1.278820 0.04 -0.08 -0.02
H 2.994375 0.472453 -1.565148 0.00 -0.03 -0.02
H 4.062064 -0.114035 -2.815656 0.01 -0.03 -0.01
H 2.187937 -1.692560 -3.571120 0.00 0.00 -0.01
H 2.008468 0.011502 -3.881967 -0.01 0.06 0.03
H 0.503654 -1.748277 -1.927797 0.02 0.05 0.01
H -0.143745 -0.669821 -3.111368 0.05 -0.01 0.01
H 0.149988 1.184547 -3.800983 0.02 -0.02 -0.02
H -0.400841 3.393533 -4.510781 -0.01 0.02 -0.03
H -1.654166 4.924010 -3.245557 -0.02 0.03 0.00
H -2.173173 4.771415 -0.986909 0.03 -0.01 -0.01
H -0.068188 4.417796 0.267555 -0.01 0.00 -0.03
H 1.894387 4.105101 0.814480 0.00 -0.02 0.04
H 2.865166 2.805415 1.453197 -0.06 -0.01 0.00
H 0.088104 3.634430 2.414978 -0.03 -0.02 -0.04
H 1.622602 3.868833 3.197585 -0.01 0.00 0.00
H -0.169691 1.627909 3.457027 0.07 0.03 -0.01
H 1.320454 1.850237 4.293844 0.00 0.03 -0.04
H 3.145603 2.091053 3.891219 -0.01 0.01 0.00
H 5.274093 1.798693 4.542803 0.01 0.01 0.00
H 6.763616 0.040375 4.085412 0.02 0.01 0.02
H 6.338718 -1.785624 2.651495 0.02 0.00 0.01
H 4.584102 -2.160814 1.294233 0.00 -0.01 0.00
H 1.801804 -2.311569 -0.651903 0.01 0.02 -0.01
H 3.103280 -2.861646 0.336979 0.01 0.05 -0.04
H 3.925667 -2.423495 -1.890682 -0.01 0.00 -0.01
H 4.652321 -1.250743 -0.813983 -0.01 0.03 0.01
C -4.048998 -0.877249 -6.064043 -0.01 0.01 -0.05
C -3.842279 -0.943925 -4.578405 0.03 0.02 0.04
C -3.029933 -0.019942 -3.924360 -0.03 -0.01 0.00
C -2.828238 -0.087669 -2.555888 -0.04 0.04 -0.06
C -3.442440 -1.095751 -1.831006 0.06 0.13 0.03
C -4.272234 -2.015003 -2.452014 -0.04 -0.12 0.02
C -4.463792 -1.935124 -3.821962 0.00 0.02 0.03
S -3.164589 -1.163593 -0.088178 -0.11 0.09 -0.10
O -3.600704 0.092760 0.466338 0.00 0.09 -0.08
O -3.787131 -2.355895 0.417353 -0.05 -0.14 -0.06
N -1.547990 -1.275997 0.130398 0.34 -0.33 0.36
C -1.054445 -2.600275 0.001425 -0.13 0.07 -0.03
C -1.349739 -3.487288 -1.006641 0.11 -0.12 -0.02
C -0.827198 -4.796696 -0.999894 0.03 0.04 0.08
C -0.018670 -5.239897 0.010235 -0.03 0.01 -0.04
C 0.323654 -4.355418 1.054341 0.02 -0.01 0.15
C 1.120603 -4.714352 2.165188 -0.03 0.01 -0.04
C 1.404003 -3.792366 3.135185 -0.04 0.13 -0.02
C 0.943283 -2.474741 2.972623 -0.03 -0.08 0.00
N 0.193778 -2.107092 1.955752 0.04 0.20 0.00
C -0.167819 -3.035190 1.023664 -0.06 -0.05 0.02
H -3.602854 0.022195 -6.484725 0.00 0.01 -0.01
H -5.110554 -0.878948 -6.312153 -0.01 0.00 0.00
H -3.597842 -1.738995 -6.558324 0.00 -0.01 0.00
H -2.558277 0.773861 -4.491708 0.01 0.01 0.00
H -2.220488 0.652745 -2.055248 0.04 0.03 0.02
H -4.754350 -2.784961 -1.865105 0.00 -0.02 0.03
H -5.113883 -2.649052 -4.311467 -0.01 -0.03 -0.01
H -1.999056 -3.194384 -1.818363 -0.03 0.04 0.02
H -1.093942 -5.462804 -1.808304 0.00 -0.03 -0.03
H 0.357976 -6.253566 0.026387 0.00 -0.02 -0.01
H 1.498410 -5.726481 2.239852 0.00 -0.02 -0.01
H 1.999188 -4.042520 4.001000 0.01 -0.02 0.01
H 1.220816 -1.693072 3.669532 0.01 -0.01 0.01
C -3.908038 2.443107 3.335472 -0.04 0.01 0.02
N -2.762305 2.451225 2.444455 0.02 -0.14 -0.19
C -2.558385 3.482113 1.435453 -0.02 0.03 -0.01
C -1.650319 2.776915 0.409221 0.03 -0.09 -0.15
O -2.316004 2.694423 -0.870235 -0.02 -0.06 0.05
N -1.292835 1.517698 1.026711 0.10 0.09 0.11
C -2.078208 1.363113 2.077689 0.02 0.11 0.49
N -2.031819 0.246607 2.848823 -0.26 -0.04 -0.05
H -4.270473 3.463077 3.435670 0.00 -0.01 0.01
H -3.623355 2.101293 4.330841 -0.01 -0.01 0.00
H -4.710765 1.819760 2.935599 0.00 0.01 0.02
H -2.118176 4.379601 1.877530 0.00 -0.03 -0.01
H -3.501672 3.736956 0.950024 0.02 0.01 0.01
H -1.986501 -0.620306 2.319777 0.05 0.02 -0.06
H -2.726479 0.190980 3.578690 0.03 0.04 0.03
```
Positions in Å, forces in eV/Å.

Properties
Spin multiplicity = 1
Orbital gap = 0.2448 Eh
Charge = +1
LUMO level = -2.91 eV

Atom charges from the Mulliken analysis, given in e for atoms 1 to 5: 0.426, -0.370, -1.096, -1.201, 1.186



DFT (ωB97M-V/def2-TZVPD) results for a molecular structure, C42H46N7O4P2PtSeSi2.

```
105
Properties=species:S:1:pos:R:3:forces:R:3
Pt 1.274649 -0.691943 -0.485914 -0.13 0.03 0.11
C -0.420705 -4.586574 0.390406 -0.07 -0.03 -0.14
Si 0.633240 -3.527135 1.510441 0.18 0.32 0.07
C 0.492988 -4.098397 3.275775 -0.12 -0.14 0.15
C 2.417180 -3.699836 0.960447 0.04 0.06 0.01
N 0.270492 -1.824818 1.460903 -0.23 -0.17 -0.34
P -0.846343 -0.705649 1.661824 0.70 0.07 0.36
C -0.390311 0.371206 0.372278 -0.86 0.02 0.04
P -0.807566 1.448672 -0.915967 0.48 0.18 -0.23
N 0.065849 0.812733 -2.104152 0.13 -0.15 0.23
Si 0.819945 1.587946 -3.503853 -0.20 -0.03 0.04
C -0.544690 2.598212 -4.294115 -0.11 0.04 0.00
C 1.362971 0.292541 -4.711672 0.05 -0.17 -0.06
C 2.176091 2.764284 -3.036288 0.11 0.06 0.05
C -2.545754 1.557225 -1.344674 -0.12 -0.06 0.01
C -3.437813 2.332030 -0.600920 -0.02 -0.02 -0.03
C -4.779763 2.366542 -0.944248 0.02 -0.02 0.00
C -5.235255 1.636609 -2.036607 0.01 -0.01 0.01
C -4.350439 0.873047 -2.785251 0.00 0.04 -0.01
C -3.008423 0.826714 -2.436664 0.00 0.08 -0.01
C -0.271489 3.099722 -0.419775 0.08 0.07 0.01
C -0.865537 4.259816 -0.915011 0.02 -0.03 0.02
C -0.316797 5.501993 -0.627556 0.01 -0.02 -0.01
C 0.826537 5.594270 0.152323 0.00 0.01 0.00
C 1.432144 4.443065 0.640517 0.00 -0.02 0.00
C 0.892144 3.201175 0.350539 -0.04 0.04 -0.08
C -2.567858 -1.220475 1.844152 -0.01 0.05 -0.16
C -2.873871 -2.508490 2.269464 -0.02 0.08 -0.01
C -4.195969 -2.868176 2.494312 -0.02 -0.01 -0.02
C -5.213162 -1.949272 2.276861 0.01 -0.01 0.01
C -4.908283 -0.658639 1.860106 0.02 0.01 -0.03
C -3.587121 -0.289159 1.658433 0.04 0.02 0.01
C -0.615138 0.237014 3.195271 -0.04 -0.09 0.07
C -0.433133 1.614811 3.191614 -0.05 0.00 -0.04
C -0.236619 2.298931 4.385851 -0.01 -0.01 -0.01
C -0.213360 1.604446 5.585053 0.01 -0.02 0.00
C -0.399974 0.225293 5.596339 0.00 -0.01 -0.03
C -0.608467 -0.454861 4.407899 0.01 0.02 0.00
H -0.359679 -5.635950 0.691718 0.03 0.04 0.01
H -0.061190 -4.522453 -0.640239 -0.01 -0.06 0.04
H -1.471267 -4.297472 0.395591 -0.09 -0.02 0.02
H 0.945979 -5.085976 3.405084 -0.02 0.05 0.00
H -0.545950 -4.174061 3.610983 0.08 0.00 0.05
H 1.012875 -3.396089 3.932177 0.00 -0.05 0.02
H 2.627122 -4.680939 0.526273 -0.05 0.01 0.07
H 3.103924 -3.554966 1.799349 -0.01 0.04 -0.05
H 2.670165 -2.953624 0.199889 0.06 -0.02 -0.04
H -1.445942 2.007532 -4.475846 0.04 0.06 -0.03
H -0.195157 2.985069 -5.256149 -0.02 0.01 0.05
H -0.812810 3.455196 -3.669895 -0.04 -0.02 -0.06
H 0.568700 -0.445097 -4.866707 0.03 0.03 -0.03
H 2.260692 -0.219399 -4.367625 -0.01 -0.01 -0.02
H 1.582331 0.755871 -5.677491 -0.03 -0.01 0.03
H 1.789705 3.577043 -2.415641 0.02 0.01 -0.03
H 2.601470 3.204638 -3.942894 -0.02 0.01 0.03
H 2.992323 2.280328 -2.503687 0.05 0.01 0.02
H -3.085039 2.914861 0.241977 0.02 0.00 0.02
H -5.468176 2.969935 -0.367161 0.00 0.00 -0.01
H -6.283064 1.668336 -2.305885 0.01 0.01 -0.01
H -4.702610 0.320536 -3.647051 -0.01 -0.01 0.02
H -2.307315 0.235124 -3.013969 0.00 0.01 0.02
H -1.750123 4.200060 -1.535293 -0.02 -0.01 0.00
H -0.778840 6.397738 -1.021074 -0.01 -0.01 0.01
H 1.251062 6.564725 0.374813 0.00 -0.02 -0.01
H 2.331305 4.515394 1.238736 0.00 -0.01 -0.01
H 1.384336 2.303128 0.706587 0.00 0.00 0.01
H -2.085853 -3.227865 2.436900 0.03 -0.05 -0.03
H -4.430327 -3.868002 2.836661 0.00 0.01 -0.01
H -6.243600 -2.234261 2.445698 0.01 0.01 -0.01
H -5.699532 0.062059 1.697815 0.01 0.00 0.01
H -3.347688 0.726788 1.362865 -0.04 -0.11 0.01
H -0.439467 2.160588 2.255571 -0.02 0.00 0.06
H -0.102849 3.373268 4.377337 0.01 -0.01 -0.02
H -0.054837 2.135831 6.514428 0.00 -0.01 0.00
H -0.387061 -0.317189 6.532935 -0.01 0.01 -0.01
H -0.759080 -1.529391 4.424659 0.02 0.01 -0.01
C 2.733251 -0.037825 3.135946 0.03 -0.06 -0.04
C 3.493758 0.143080 1.874308 -0.09 0.19 -0.01
N 3.029482 0.075628 0.632497 0.25 -0.25 0.04
C 4.105699 0.268895 -0.211891 -0.23 -0.05 0.03
C 5.221480 0.494332 0.528125 0.09 0.06 0.08
N 4.808949 0.415022 1.831662 0.08 -0.01 0.06
C 6.666580 0.748638 0.262012 0.07 -0.04 -0.02
O 7.048415 0.805044 -0.992536 -0.07 -0.02 0.04
O 7.404062 0.880678 1.207570 -0.02 0.03 -0.02
C 3.953713 0.057779 -1.670102 -0.27 -0.07 -0.13
O 4.869227 0.357483 -2.429243 0.17 -0.07 -0.05
O 2.836191 -0.467286 -2.037816 -0.02 0.12 0.25
H 1.774078 -0.497063 2.915456 0.08 0.00 0.01
H 2.568516 0.916098 3.640720 -0.04 0.00 -0.03
H 3.285183 -0.690216 3.814266 0.01 0.02 0.00
H 5.451712 0.525102 2.605051 -0.02 0.00 0.00
H 6.280922 0.652727 -1.615489 0.00 0.07 -0.02
Se -3.525380 -2.422870 -1.339887 -0.42 0.05 0.22
N -3.032171 -3.313014 -2.773296 0.02 -0.10 -0.10
C -1.727014 -3.162422 -2.881333 0.10 -0.04 -0.09
C -0.909220 -3.727163 -3.909708 -0.10 0.09 0.12
C 0.414301 -3.469476 -3.842703 0.14 0.06 0.11
C 0.951835 -2.678868 -2.771029 0.21 -0.14 -0.21
N 0.254573 -2.130219 -1.817747 -0.32 -0.26 -0.45
C -1.110160 -2.353792 -1.860068 0.36 0.20 0.02
N -1.907337 -1.848950 -0.955619 0.05 0.04 0.09
H -1.351556 -4.325766 -4.694804 -0.03 0.02 0.03
H 1.096549 -3.846312 -4.591548 0.05 0.00 0.06
H 2.019472 -2.505419 -2.732355 0.05 0.06 -0.08
```
Positions in Å, forces in eV/Å.

Properties
Spin multiplicity = 5
⟨S²⟩ = 6.018
Orbital gap (alpha / beta) = 0.2332 / 0.2499 Eh
Charge = +1
LUMO level (alpha / beta) = -3.87 / -4.78 eV

Atom charges from the Mulliken analysis, given in e for atoms 1 to 5: 2.798, -0.849, 0.180, -1.279, -0.886



Sequential ΔE to the lowest compared entry with this formula, charge and spin output: 0.143, 0.000 eV
Sequential calculated total energy output: -2792.72278, -6094.65868 hartree